Computed, not measured: a 2-piece molecular cluster, C30H62FN6O5 overall, with the ωB97M-V functional and the def2-TZVPD basis.

Geometry as XYZ:
```
104
Properties=species:S:1:pos:R:3
C -0.80354 1.61581 0.12340
O -1.42160 0.40906 0.51667
C -2.82427 0.52033 0.48139
N -3.41729 -0.54892 1.29918
C -2.53094 -1.12651 2.20833
N -1.78390 -2.09982 1.82452
C -1.84144 -2.72935 0.49017
C -0.53390 -2.59159 -0.35434
C -0.69769 -1.80804 -1.68663
C 0.66290 -1.13162 -2.03412
C 0.55775 -0.06406 -3.14910
C 1.90598 0.71700 -3.20069
C 1.72508 2.11224 -2.51272
C 2.69353 3.18970 -3.06350
O 2.27032 4.54008 -2.78624
C 1.70493 4.68760 -1.56494
C 0.27093 5.17049 -1.47598
O 2.29645 4.48496 -0.58013
C -0.77494 -2.67833 2.73720
C 0.39059 -1.66644 2.99226
C 0.93045 -1.87156 4.43305
C 1.21323 -0.56463 5.16296
O 1.59192 -0.57844 6.25426
O 0.99485 0.65961 4.53961
N -2.43292 -0.67164 3.51464
C -3.05635 -1.61069 4.51444
C -3.05822 0.65795 3.70910
C -2.11525 1.82625 3.32556
C -4.48663 0.75956 3.08865
C -4.71482 -0.18027 1.89336
F -5.35466 0.56082 0.93036
C -5.46582 -1.46843 2.18014
C -6.90685 -1.35069 2.73040
N -7.81062 -0.46373 1.98130
N -6.94687 -1.05103 4.17291
N -7.45980 -2.71098 2.61911
H -1.14744 2.48197 0.70601
H -0.92694 1.84152 -0.94220
H 0.26455 1.52762 0.32298
H -3.07772 1.52273 0.84986
H -3.15460 0.42273 -0.56103
H -2.73286 -2.47322 -0.07576
H -1.91592 -3.80201 0.70248
H 0.29694 -2.21104 0.24210
H -0.24402 -3.60589 -0.64502
H -1.53112 -1.10190 -1.69029
H -0.87484 -2.54342 -2.47876
H 1.07372 -0.72117 -1.10343
H 1.33073 -1.93308 -2.37083
H -0.25237 0.60527 -2.85442
H 0.36464 -0.57862 -4.09174
H 2.22246 0.84006 -4.24125
H 2.69697 0.18114 -2.66891
H 1.85914 1.95135 -1.44222
H 0.70965 2.46450 -2.73064
H 3.67749 3.00356 -2.61837
H 2.75152 3.10536 -4.14797
H -0.43846 4.33937 -1.53036
H 0.12229 5.68880 -0.53064
H 0.03653 5.85031 -2.30060
H -1.23165 -3.04251 3.65518
H -0.32522 -3.54259 2.24978
H 0.08366 -0.64295 2.79427
H 1.18440 -1.93732 2.29372
H 1.83256 -2.48446 4.40047
H 0.23653 -2.42662 5.07054
H 0.07095 0.88760 4.72739
H -4.00941 -1.26216 4.91126
H -3.23869 -2.56463 4.01039
H -2.31777 -1.83492 5.28873
H -3.20270 0.76659 4.78396
H -2.61881 2.58506 2.72183
H -1.23492 1.48974 2.77168
H -1.76224 2.35573 4.21499
H -4.57504 1.78159 2.71063
H -5.22318 0.67520 3.88562
H -4.93067 -2.15264 2.83999
H -5.54231 -1.99510 1.21802
H -7.57049 -0.49618 0.99631
H -7.79258 0.49291 2.31866
H -7.83831 -1.43830 4.47876
H -7.08388 -0.04913 4.30543
H -8.46958 -2.67175 2.72478
H -7.28625 -3.03509 1.67151
C 5.66811 -1.93784 -3.82255
C 6.91472 -1.14792 -3.43902
C 6.68476 0.36137 -3.41798
C 6.30032 0.98980 -4.76044
C 7.30860 0.76604 -5.88619
C 8.67690 1.37830 -5.60522
H 5.33741 -1.70291 -4.83568
H 5.86914 -3.00975 -3.78178
H 4.84807 -1.72155 -3.13216
H 7.73579 -1.40105 -4.11462
H 7.23194 -1.46309 -2.44114
H 7.58668 0.84936 -3.03807
H 5.89488 0.58553 -2.69148
H 6.16937 2.06649 -4.60783
H 5.32086 0.61226 -5.07289
H 6.90859 1.21359 -6.80020
H 7.41965 -0.30230 -6.09181
H 8.59503 2.45295 -5.42931
H 9.34286 1.22734 -6.45592
H 9.15099 0.92469 -4.73315
```

Its charge is +1. For the molar mass, the calculation gives 605.86 g/mol. The HOMO-LUMO gap comes out at 9.156 eV. Its largest force on an atom is 3.7 eV Å⁻¹. The calculation puts the electronic energy at -54004.39003 eV.

***

Computed, not measured: a 8-piece molecular cluster, C30H63BrFN9O23P2 overall, with the ωB97M-V functional and the def2-TZVPD basis.

Geometry as XYZ:
```
129
Properties=species:S:1:pos:R:3
H 3.67808 -5.63979 2.31097
N 3.64666 -4.63858 2.14507
C 3.14729 -4.03463 3.10247
C 2.71681 -4.82768 4.34624
C 2.96616 -2.53285 3.15965
C 2.03114 -1.94672 2.08098
C 2.59916 -2.11038 0.67379
C 1.68844 -1.56306 -0.43827
C 2.14060 -2.17973 -1.79877
C 2.66511 -1.07661 -2.72894
C 2.83525 -1.64879 -4.15262
C 1.49542 -2.07792 -4.79524
C 1.28520 -3.60831 -4.77319
C -0.14495 -3.98055 -4.32503
C -0.26169 -5.52977 -4.30975
C -0.26059 -6.12185 -2.87675
C 0.88755 -7.17257 -2.64909
O 1.57413 -6.99544 -1.43684
C 2.46274 -5.89516 -1.48313
O 1.73850 -0.58440 2.37599
C 2.83526 0.26127 2.43251
P 3.08010 0.85712 4.21090
O 2.36830 0.02547 5.18656
C 2.55589 1.48115 1.58297
O 3.42187 2.15087 1.22653
N 1.22766 1.82467 1.23573
C 0.82004 2.97365 1.90659
O 0.36048 2.99363 2.93706
F 1.01947 4.12017 1.30431
C 0.64403 -2.67879 2.25718
O -0.35734 -1.66635 2.02576
C -1.63812 -2.16129 2.36058
C -2.44821 -1.00541 2.97714
C -2.62153 0.18985 2.04596
O -2.30157 1.21271 2.38100
Br -3.37224 0.03276 0.25134
P 0.45853 -4.17265 1.11411
O -0.73608 -3.89396 0.00014
O -0.05335 -5.40989 2.09259
H 2.52377 -5.85420 4.04836
H 1.82863 -4.39608 4.80643
H 3.51000 -4.80947 5.09280
H 2.59275 -2.29265 4.15418
H 3.96678 -2.09299 3.11484
H 3.53526 -1.55177 0.55612
H 2.86925 -3.14130 0.47974
H 1.79146 -0.47893 -0.44504
H 0.64886 -1.85287 -0.29418
H 1.31295 -2.71836 -2.25295
H 2.92828 -2.90905 -1.60260
H 3.63428 -0.77650 -2.31942
H 1.98293 -0.22434 -2.69191
H 3.34027 -0.87941 -4.73711
H 3.53601 -2.48206 -4.06891
H 0.69787 -1.54616 -4.27564
H 1.51308 -1.74418 -5.83224
H 1.50713 -4.09632 -5.71741
H 1.92620 -4.00260 -3.98054
H -0.34456 -3.56862 -3.33537
H -0.86809 -3.52362 -5.00311
H 0.59010 -5.91250 -4.87085
H -1.16996 -5.85154 -4.81695
H -1.24232 -6.51307 -2.63043
H -0.09076 -5.30394 -2.17297
H 1.55990 -7.13472 -3.51258
H 0.45296 -8.19084 -2.64716
H 3.36454 -6.12455 -0.91657
H 2.77025 -5.64331 -2.50208
H 1.97046 -5.03143 -1.03591
H 3.78568 -0.16155 2.11759
H 2.66390 2.20818 4.25209
H 4.47530 0.80833 4.46108
H 0.57094 1.07195 1.42864
H 0.57313 -3.00212 3.30470
H -1.61856 -3.00866 3.04649
H -2.15751 -2.42132 1.43404
H -3.45633 -1.37991 3.16237
H -1.95550 -0.62393 3.86304
H -1.52268 -4.36177 0.31552
H 0.60032 -6.10616 2.04144
C -1.83987 -11.00593 -2.27904
N -1.26502 -10.04098 -3.25550
O -0.54869 -10.48169 -4.12606
O -1.55684 -8.87304 -3.10715
H -1.49579 -12.00142 -2.53288
H -1.49424 -10.71557 -1.29130
H -2.92109 -10.93853 -2.35128
C -0.56204 6.37647 2.66112
N -1.01320 7.79505 2.62594
O -0.96407 8.42922 3.65814
O -1.40267 8.22138 1.55912
H -0.24604 6.13693 3.66915
H -1.40294 5.75798 2.36253
H 0.26241 6.27840 1.96463
C -3.22857 10.63961 4.60660
N -4.02926 11.71320 5.25585
O -5.11095 11.40984 5.71051
O -3.53748 12.81990 5.28354
H -3.78868 9.71297 4.65673
H -3.05939 10.93397 3.57547
H -2.29200 10.55340 5.14795
C -2.03989 2.40737 -2.78807
N -0.91294 1.48154 -3.08786
O -0.75039 0.53858 -2.33914
O -0.24228 1.74030 -4.05697
H -2.54990 2.05586 -1.89844
H -1.61736 3.39484 -2.62866
H -2.70542 2.40025 -3.64593
C 6.75861 1.09994 -2.80168
N 6.51852 -0.34945 -3.04355
O 6.82936 -1.12474 -2.16397
O 6.02540 -0.64979 -4.10699
H 7.19856 1.21884 -1.81871
H 7.43439 1.45247 -3.57485
H 5.79835 1.60401 -2.86083
C -5.06095 8.59745 1.40395
N -5.86431 9.67228 2.05243
O -6.94497 9.36669 2.50489
O -5.37384 10.78148 2.07706
H -5.61999 7.67075 1.45442
H -4.89165 8.89173 0.37228
H -4.12300 8.51649 1.94672
C -7.98671 10.50152 -0.70303
N -7.73692 9.74473 -1.95958
O -8.18839 10.19393 -2.98737
O -7.09047 8.72103 -1.85922
H -8.56830 11.38513 -0.93579
H -8.53107 9.84667 -0.02890
H -7.01919 10.77307 -0.29031
```

Its SMILES is [H]/N=C(\C)C[C@](CCCCCCCCCCCOC)(O[C@H]([PH2]=O)C(=O)NC(=O)F)[C@@H](OCCC(=O)Br)P(O)O.C[N+](=O)[O-].C[N+](=O)[O-].C[N+](=O)[O-].C[N+](=O)[O-].C[N+](=O)[O-].C[N+](=O)[O-].C[N+](=O)[O-]. For the molar mass, the calculation gives 1078.72 g/mol. The HOMO-LUMO gap comes out at 8.144 eV. Its largest force on an atom is 7.0 eV Å⁻¹. The calculation puts the electronic energy at -183951.25971 eV.